Model 1:
Here is the molecule C4H4BrN from the OMol25 dataset. Energies are from wB97M-V/def2-TZVPD.

Each line ends with the natural charge from an NBO analysis.
Cartesian coordinates (Å):
Br 2.016 1.035 -0.073  0.0384
N 1.393 -2.615 0.060  -0.5860
C -0.763 0.483 0.090  -0.2142
C 0.984 -1.491 -0.002  0.4448
C -1.248 1.762 0.077  -0.3975
C 0.544 -0.215 -0.087  -0.3173
H -0.609 2.586 -0.117  0.2042
H -2.337 1.955 0.297  0.2186
H 1.564 -3.198 -0.771  0.4007
H -1.542 -0.302 0.526  0.2083

E_HOMO   -8.43 eV
LUMO level   0.012 hartree
SMILES string   C=CC(Br)=C=N
Total charge   0



Model 2:
Here is the molecule C4H4BrN from the OMol25 dataset. Energies are from wB97M-V/def2-TZVPD.

Each line ends with the natural charge from an NBO analysis.
Cartesian coordinates (Å):
Br -2.604 0.662 1.311  0.0164
N -1.412 4.262 -0.015  -0.2765
C -0.792 0.850 0.407  0.1049
C -0.135 -0.472 0.283  -0.6967
C -1.084 3.192 -0.092  0.2473
C -0.435 1.976 -0.197  -0.3925
H 0.420 2.117 -0.913  0.2665
H -0.170 -0.938 -0.737  0.2499
H -0.482 -1.125 1.011  0.2415
H 0.947 -0.400 0.682  0.2393

E_HOMO   -10.06 eV
LUMO level   -0.002 hartree
SMILES string   C/C(Br)=C/C#N
Total charge   0



Model 3:
Here is a structure of composition C4H4BrN from the OMol25 dataset. Energies are from wB97M-V/def2-TZVPD.

Each line ends with the natural charge from an NBO analysis.
Cartesian coordinates (Å):
Br 1.498 -1.511 -2.085  0.1003
N 2.090 0.108 0.207  -0.4064
C -1.413 0.008 -0.177  -0.6846
C 0.870 0.389 1.152  -0.0744
C 1.297 -0.359 -0.638  0.1416
C 0.033 0.020 0.155  -0.0260
H 0.945 1.041 1.986  0.2164
H -1.800 -0.720 -0.976  0.2482
H -1.526 1.078 -0.388  0.2455
H -1.995 -0.054 0.764  0.2394

E_HOMO   -8.61 eV
LUMO level   -0.004 hartree
Total charge   0



Result of the stability comparison: model 2 is the most stable of them.



Model 1:
Here is a structure of composition C9H14BrN2O8PReSe4Te from the OMol25 dataset. Energies are from wB97M-V/def2-TZVPD.

Each line ends with the Löwdin spin population.
Cartesian coordinates (Å):
Re 1.220 1.233 -0.555  0.7474
Te 0.024 4.687 1.040  0.1273
Br 1.274 1.042 -3.097  0.0124
Se 3.693 0.932 0.009  -0.0086
Se 1.562 3.646 -0.552  0.0222
Se 4.049 0.991 2.247  0.0024
Se 2.414 -1.881 -0.219  0.0031
P -0.369 0.388 2.122  0.0059
O 2.514 -3.097 -1.233  0.0002
O -0.821 -0.906 1.581  0.0005
O -0.808 1.265 -0.853  0.0091
O -2.829 0.459 -1.021  -0.0020
O 1.190 -0.840 -0.660  0.0412
O 2.345 -2.231 1.352  0.0003
O 3.810 -0.870 -0.489  -0.0016
O 0.711 1.238 1.442  0.0330
N -2.409 2.023 1.243  0.0003
N 1.575 -0.770 3.440  0.0002
C 0.422 0.114 3.752  0.0006
C -1.821 1.455 2.485  0.0018
C -2.113 -1.453 -2.854  -0.0001
C -1.242 -0.409 -2.555  0.0011
C 0.204 -1.211 -4.335  0.0009
C -1.660 0.484 -1.418  0.0012
C -0.081 -0.314 -3.324  -0.0010
C -1.843 -2.365 -3.860  0.0008
C -0.681 -2.244 -4.602  -0.0001
H -0.449 -2.955 -5.383  0.0000
H 1.352 -1.538 2.778  0.0000
H -2.535 -3.171 -4.055  0.0000
H -3.278 2.511 1.449  0.0000
H -2.598 1.320 0.475  0.0001
H -3.013 -1.530 -2.260  0.0000
H 1.123 -1.117 -4.897  0.0002
H -1.530 2.287 3.128  0.0002
H -1.741 2.721 0.862  0.0007
H -2.570 0.840 2.982  0.0002
H 0.815 1.033 4.186  0.0000
H -0.259 -0.379 4.443  0.0000
H 2.343 -0.232 2.929  0.0001
H 2.011 -1.154 4.275  0.0000

E_HOMO (spin up / spin down)   -7.52 / -7.34 eV
<S²>   0.776
LUMO level (spin up / spin down)   -0.069 / -0.069 hartree
2S+1   2
Total charge   0



Model 2:
Here is a structure of composition C9H14BrN2O8PReSe4Te from the OMol25 dataset. Energies are from wB97M-V/def2-TZVPD.

Each line ends with the Löwdin spin population.
Cartesian coordinates (Å):
Re 2.153 -0.482 1.703  0.8667
Te 5.063 0.597 -0.806  0.0026
Br -1.368 -3.124 1.605  -0.0004
Se 3.425 -2.238 0.911  -0.0609
Se 4.476 -1.778 -1.224  -0.0177
Se 1.770 0.092 4.158  0.0104
Se 2.777 1.254 0.063  0.0544
P -0.299 -1.336 -3.027  0.0001
O -1.313 -0.680 -2.133  0.0002
O -0.674 -2.184 -4.184  0.0000
O 1.810 0.469 5.695  0.0070
O 3.232 0.206 3.230  0.0332
O 0.918 0.982 3.047  -0.0002
O -0.660 1.174 0.366  0.0076
O 0.391 -0.727 0.889  0.0789
O 1.423 -1.448 3.624  0.0022
N 0.304 1.259 -2.697  0.0032
N -0.237 -3.540 -1.567  0.0000
C 0.907 0.046 -3.338  0.0019
C 0.708 -2.438 -1.958  -0.0006
C -2.101 -1.510 2.318  0.0004
C -0.628 0.143 0.983  0.0055
C -3.093 -1.716 3.267  0.0000
C -2.365 0.844 2.548  0.0003
C -3.710 -0.631 3.864  0.0003
C -3.345 0.658 3.502  0.0000
C -1.714 -0.233 1.942  -0.0002
H -0.489 0.868 -2.118  0.0001
H 0.970 1.735 -2.075  0.0037
H 1.022 -1.946 -1.040  -0.0006
H -0.757 -3.208 -0.742  0.0000
H 0.251 -4.397 -1.318  0.0000
H -0.878 -3.718 -2.350  0.0000
H -2.052 1.837 2.258  0.0001
H -4.475 -0.799 4.610  0.0000
H -3.816 1.513 3.966  0.0000
H 1.824 -0.179 -2.786  0.0017
H -3.376 -2.724 3.533  0.0000
H -0.087 1.907 -3.374  0.0001
H 1.564 -2.853 -2.482  0.0001
H 1.159 0.234 -4.377  0.0000

E_HOMO (spin up / spin down)   -7.59 / -7.73 eV
<S²>   0.764
LUMO level (spin up / spin down)   -0.051 / -0.037 hartree
2S+1   2
Total charge   0



Result of the stability comparison: model 2 is the most stable of them.



Model 1:
Here is the molecule C4H4N2O2 from the OMol25 dataset. Energies are from wB97M-V/def2-TZVPD.

Each line ends with the natural charge from an NBO analysis.
Cartesian coordinates (Å):
O -4.062 -0.652 -0.090  -0.4444
O 1.562 -1.152 -0.527  -0.7107
N -0.697 -0.841 -0.548  -0.4073
N 1.983 1.148 0.469  -0.7177
C 0.435 -0.428 -0.159  0.3845
C -2.928 -0.388 -0.191  0.7127
C -1.679 -0.031 0.043  -0.3871
C 0.696 0.991 0.353  0.0035
H 1.226 -1.929 -0.890  0.4934
H -1.475 0.879 0.489  0.2684
H 2.318 2.064 0.749  0.4027
H 2.622 0.339 0.301  0.4020

E_HOMO   -8.17 eV
LUMO level   0.007 hartree
Total charge   0



Model 2:
Here is a structure of composition C4H4N2O2 from the OMol25 dataset. Energies are from wB97M-V/def2-TZVPD.

Each line ends with the natural charge from an NBO analysis.
Cartesian coordinates (Å):
O -1.444 0.309 0.784  -0.4777
O -0.294 -1.131 -0.616  -0.4828
N 3.000 -0.140 0.624  -0.4093
N -0.106 1.237 -0.894  -0.5264
C 0.435 -0.061 -1.065  0.3459
C -0.739 -0.883 0.690  0.2046
C 2.100 -0.194 -0.078  0.1265
C -0.932 1.325 0.065  0.4489
H -1.314 -1.713 0.815  0.1895
H 0.752 -0.200 -2.024  0.2014
H -1.482 2.311 0.159  0.2007
H 0.024 -0.860 1.542  0.1789

E_HOMO   -11.02 eV
LUMO level   -0.001 hartree
Total charge   0



Model 3:
Here is a structure of composition C4H4N2O2 from the OMol25 dataset. Energies are from wB97M-V/def2-TZVPD.

Each line ends with the natural charge from an NBO analysis.
Cartesian coordinates (Å):
O -0.364 1.944 1.647  -0.5285
O 1.629 -0.191 -0.521  -0.3590
N 1.182 -1.399 -1.228  -0.0602
N -1.572 0.341 0.267  -0.6392
C -0.095 -1.573 -0.891  0.0018
C -0.446 1.187 0.694  0.6830
C -0.566 -0.714 0.183  -0.1528
C 0.425 0.414 -0.281  0.0020
H -0.613 -2.416 -1.408  0.2308
H -0.317 -1.195 1.189  0.2144
H 0.034 0.770 -1.241  0.1983
H -2.403 0.348 0.953  0.4096

E_HOMO   -10.22 eV
LUMO level   0.019 hartree
Total charge   0



Result of the stability comparison: model 2 is the most stable of them.



Model 1:
Here is the molecule C4H4N2O2 from the OMol25 dataset. Energies are from wB97M-V/def2-TZVPD.

Each line ends with the natural charge from an NBO analysis.
Cartesian coordinates (Å):
O 1.973 -0.911 1.622  -0.4888
O -1.140 -0.203 -1.249  -0.4828
N 1.442 0.096 1.068  -0.0586
N 0.084 -1.596 0.184  -0.5287
C -0.358 0.758 -0.447  0.2585
C -0.846 -1.466 -0.613  0.4255
C 0.561 -0.159 0.298  0.1930
C -0.523 2.071 -0.370  -0.4201
H -1.355 -2.357 -0.933  0.1980
H 0.129 2.717 -0.012  0.2175
H 1.253 -1.575 1.441  0.4693
H -1.218 2.626 -0.989  0.2170

E_HOMO   -9.21 eV
LUMO level   0.010 hartree
SMILES string   C=C1OC=N/C1=N\O
Total charge   0



Model 2:
Here is a cluster of 2 separate species, C4H4N2O2 in total from the OMol25 dataset. Energies are from wB97M-V/def2-TZVPD.

Each line ends with the natural charge from an NBO analysis.
Cartesian coordinates (Å):
O -1.422 1.886 -1.258  -0.6145
O 0.262 -0.047 1.407  -0.5176
N 0.836 -1.132 -0.674  -0.4727
N 1.529 -1.990 1.519  -0.6619
C 0.113 -0.171 -1.334  0.1114
C -0.337 0.990 0.712  0.1953
C -0.629 0.854 -0.608  0.0643
C 0.886 -1.231 0.700  0.6485
H 0.326 -0.292 -2.370  0.2282
H -2.487 1.061 -2.114  0.4197
H 1.603 -1.562 2.374  0.3560
H -0.680 1.634 1.647  0.2433

E_HOMO   -8.88 eV
LUMO level   -0.065 hartree
Total charge   0



Result of the stability comparison: model 1 is the most stable of them.



Model 1:
Here is the molecule C4H4N2O2 from the OMol25 dataset. Energies are from wB97M-V/def2-TZVPD.

Each line ends with the natural charge from an NBO analysis.
Cartesian coordinates (Å):
O 2.413 -1.180 0.070  -0.4451
O -2.633 -0.824 -0.048  -0.6997
N 0.079 -0.812 -0.105  -0.5215
N 0.356 1.583 -0.074  -0.3784
C 1.518 1.069 0.030  -0.0028
C -1.982 0.440 0.096  -0.1436
C 1.466 -0.417 -0.027  0.5923
C -0.529 0.274 -0.126  0.4329
H -2.096 0.837 1.222  0.2100
H -1.956 -1.490 0.304  0.4908
H -2.450 1.356 -0.501  0.2352
H 2.381 1.734 0.213  0.2299

E_HOMO   -10.96 eV
LUMO level   -0.054 hartree
SMILES string   O=C1C=NC(CO)=N1
Total charge   0



Model 2:
Here is the molecule C4H4N2O2 from the OMol25 dataset. Energies are from wB97M-V/def2-TZVPD.

Each line ends with the natural charge from an NBO analysis.
Cartesian coordinates (Å):
O -0.897 1.314 -2.323  -0.6571
O 0.040 0.908 0.313  -0.4888
N 1.717 0.897 1.966  -0.6516
N 0.725 -1.164 1.307  -0.4289
C 0.839 0.232 1.284  0.6066
C -0.531 -0.201 -0.410  0.0872
C -0.184 -1.398 0.365  0.0751
C -1.083 0.093 -1.648  0.1728
H -0.292 -2.448 0.091  0.2229
H -1.702 -0.597 -2.156  0.1976
H -0.724 2.044 -1.458  0.5118
H 2.090 0.321 2.670  0.3523

E_HOMO   -8.91 eV
LUMO level   -0.026 hartree
SMILES string   [H]/N=C1N=C/C(=C/O)O\1
Total charge   0



Result of the stability comparison: model 1 is the most stable of them.



Model 1:
Here is a structure of composition C4H4N2O2 from the OMol25 dataset. Energies are from wB97M-V/def2-TZVPD.

Each line ends with the natural charge from an NBO analysis.
Cartesian coordinates (Å):
O 2.702 -0.737 0.051  -0.6255
O -2.532 -0.847 -0.013  -0.6462
N -1.373 1.131 0.140  -0.4525
N -0.124 -0.774 -0.187  -0.5510
C 1.919 0.251 0.004  0.2837
C 0.706 0.281 -0.164  -0.1253
C -1.278 -0.280 0.127  0.6307
C -0.164 1.405 -0.081  0.1089
H 2.386 1.212 0.491  0.1776
H -2.408 -1.895 0.160  0.4904
H 2.061 -1.592 0.284  0.5057
H -0.014 2.497 -0.234  0.2037

E_HOMO   -9.20 eV
LUMO level   0.002 hartree
Total charge   0



Model 2:
Here is the molecule C4H4N2O2 from the OMol25 dataset. Energies are from wB97M-V/def2-TZVPD.

Each line ends with the natural charge from an NBO analysis.
Cartesian coordinates (Å):
O -1.279 0.853 -0.014  -0.4786
O -2.241 -1.078 0.012  -0.5498
N 0.061 -1.017 -0.078  -0.6118
N 2.352 -0.889 -0.008  -0.7802
C -1.199 -0.561 0.055  0.8527
C -0.237 1.641 0.095  0.2679
C 1.149 -0.205 -0.099  0.4744
C 1.038 1.224 -0.039  -0.4486
H 1.870 1.993 0.036  0.2463
H 2.363 -1.846 0.410  0.4242
H -0.667 2.700 -0.089  0.2119
H 3.201 -0.307 0.185  0.3917

E_HOMO   -9.63 eV
LUMO level   0.005 hartree
SMILES string   Nc1ccoc(=O)n1
Total charge   0



Result of the stability comparison: model 2 is the most stable of them.